Here is an isolated molecule of C11H21NSi in a non-equilibrium geometry from the Open Molecules 2025 dataset. Energies are from ωB97M-V/def2-TZVPD.

Calculated values
- molecular weight (g mol⁻¹) = 195.4
- SMILES = C=C[C@](C)(C#N)[Si](C)(C)C(C)(C)C
- strongest force on any atom (eV/A) = 3.569
- relative energy (zero: lowest compared OMol25 entry of this formula, charge and spin) (kcal per mole) = 70.09
- E_HOMO (eV) = -9.50

Last column: natural (NBO) charge in e.
Atoms and positions in Å:
C (2.365, -2.710, 0.888)  -0.397
C (1.813, -2.241, -0.248)  -0.163
C (0.350, -1.985, -0.431)  -0.596
C (-0.524, -2.695, 0.711)  -0.581
C (-0.234, -2.647, -1.572)  0.291
N (-0.726, -3.205, -2.442)  -0.351
Si (-0.241, -0.125, -0.802)  1.726
C (-2.030, -0.312, -1.444)  -1.135
C (0.857, 0.080, -2.397)  -1.123
C (-0.168, 1.356, 0.547)  -0.438
C (-1.241, 1.303, 1.594)  -0.628
C (1.270, 1.546, 1.194)  -0.606
C (-0.503, 2.553, -0.404)  -0.629
H (3.467, -2.840, 0.953)  0.205
H (1.894, -3.199, 1.725)  0.200
H (2.432, -1.966, -1.063)  0.212
H (-0.166, -2.217, 1.671)  0.211
H (-0.305, -3.749, 0.875)  0.225
H (-1.515, -2.520, 0.416)  0.217
H (-2.466, -1.181, -1.082)  0.234
H (-2.629, 0.600, -1.245)  0.238
H (-2.013, -0.383, -2.537)  0.252
H (1.986, 0.003, -2.091)  0.226
H (0.578, -0.823, -2.878)  0.240
H (0.740, 0.777, -3.197)  0.246
H (-2.013, 0.490, 1.477)  0.217
H (-0.840, 1.053, 2.616)  0.216
H (-1.759, 2.295, 1.649)  0.209
H (1.352, 0.987, 2.196)  0.219
H (1.384, 2.613, 1.220)  0.208
H (1.976, 1.149, 0.419)  0.208
H (-0.644, 3.377, 0.224)  0.208
H (0.279, 2.768, -1.218)  0.224
H (-1.533, 2.398, -0.897)  0.215

Here is C34H33N2O5SV as an isolated structure in a non-equilibrium geometry from the Open Molecules 2025 dataset. Energies are from ωB97M-V/def2-TZVPD.

Calculated values
- molecular weight (g mol⁻¹) = 632.7
- total charge = +1
- strongest force on any atom (eV/A) = 3.272
- relative energy (zero: lowest compared OMol25 entry of this formula, charge and spin) (kcal per mole) = 26.29
- E_HOMO (alpha / beta) (eV) = -8.72 / -11.45
- multiplicity = 4

Last column: Mulliken charge in e.
Atoms and positions in Å:
V (0.899, -0.472, -0.403)  -0.188
O (4.265, 0.773, 1.448)  -0.598
C (3.285, 0.180, 0.749)  0.198
O (2.089, 0.463, 0.942)  0.304
C (3.630, -0.766, -0.279)  0.084
C (4.898, -1.102, -0.760)  -0.919
C (4.979, -1.953, -1.853)  -0.603
C (3.811, -2.413, -2.461)  -1.173
C (2.588, -2.008, -1.938)  0.316
N (2.503, -1.245, -0.850)  0.926
C (1.225, -2.172, -2.544)  0.420
O (0.965, -2.964, -3.437)  -0.746
O (0.362, -1.394, -1.986)  -0.326
H (3.884, 1.413, 2.071)  0.316
H (5.773, -0.679, -0.294)  0.592
H (5.940, -2.237, -2.248)  0.456
H (3.827, -3.041, -3.337)  0.568
C (1.160, 2.018, -2.050)  -0.391
C (0.136, 1.598, -2.888)  -0.615
C (0.418, 0.755, -3.950)  -0.538
C (1.717, 0.327, -4.177)  -0.526
C (2.740, 0.745, -3.339)  -0.353
C (2.461, 1.587, -2.273)  -0.506
H (0.967, 2.765, -1.288)  0.939
H (-0.878, 1.945, -2.735)  0.388
H (-0.373, 0.439, -4.613)  0.410
H (1.936, -0.332, -5.003)  0.362
H (3.759, 0.435, -3.523)  0.526
H (3.265, 1.943, -1.640)  0.480
O (-0.760, 0.760, -0.050)  0.003
S (-1.488, 0.925, 1.243)  -0.170
C (-2.594, 2.326, 0.892)  0.809
C (-2.275, 3.199, -0.132)  -0.137
C (-3.140, 4.235, -0.437)  -0.899
C (-4.321, 4.382, 0.274)  -0.527
C (-4.633, 3.505, 1.301)  -0.732
C (-3.771, 2.466, 1.609)  -0.619
C (-0.386, 1.845, 2.341)  0.429
C (0.634, 2.616, 1.816)  0.040
C (1.525, 3.237, 2.674)  -0.905
C (1.375, 3.105, 4.045)  -0.532
C (0.326, 2.362, 4.562)  -0.718
C (-0.555, 1.719, 3.709)  -0.318
H (-1.365, 3.055, -0.695)  0.227
H (-2.897, 4.923, -1.234)  0.456
H (-4.997, 5.183, 0.023)  0.421
H (-5.550, 3.628, 1.856)  0.429
H (-4.013, 1.765, 2.393)  0.454
H (0.742, 2.702, 0.746)  0.140
H (2.332, 3.829, 2.266)  0.606
H (2.076, 3.584, 4.712)  0.441
H (0.198, 2.279, 5.631)  0.447
H (-1.361, 1.120, 4.100)  0.501
C (-3.643, -3.417, -0.624)  -0.802
N (-2.436, -2.885, -1.273)  0.116
C (-2.488, -1.416, -1.335)  -0.896
C (-1.176, -3.437, -0.651)  -0.870
C (-0.804, -2.933, 0.725)  1.252
C (-1.257, -3.701, 1.801)  -0.609
C (-0.888, -3.423, 3.102)  -1.026
C (-0.025, -2.366, 3.329)  -1.087
C (0.430, -1.606, 2.261)  0.199
C (0.076, -1.851, 0.929)  0.539
H (-4.539, -2.989, -1.071)  0.311
H (-3.622, -3.165, 0.435)  0.389
H (-3.694, -4.498, -0.730)  0.357
H (-2.405, -3.219, -2.244)  0.379
H (-2.504, -1.007, -0.326)  0.392
H (-3.382, -1.103, -1.870)  0.433
H (-1.600, -1.035, -1.846)  0.008
H (-0.365, -3.225, -1.341)  -0.364
H (-1.307, -4.521, -0.607)  0.741
H (-1.872, -4.569, 1.606)  0.505
H (-1.252, -4.037, 3.912)  0.422
H (0.302, -2.149, 4.337)  0.522
H (1.120, -0.803, 2.491)  0.440

Here is C29H38N4OP2Pb as an isolated structure in a non-equilibrium geometry from the Open Molecules 2025 dataset. Energies are from ωB97M-V/def2-TZVPD.

Calculated values
- molecular weight (g mol⁻¹) = 727.8
- total charge = +2
- strongest force on any atom (eV/A) = 5.207
- E_HOMO (alpha / beta) (eV) = -12.37 / -12.34

Last column: Mulliken charge in e.
Atoms and positions in Å:
Pb (-0.247, 2.350, -1.143)  0.781
C (-1.557, 2.167, -3.086)  -0.346
C (-1.622, 0.806, -2.935)  -0.789
C (-0.750, -0.164, -3.596)  -1.571
C (0.766, 0.154, -3.548)  -1.196
C (1.239, 1.089, -2.480)  1.138
C (1.401, 2.487, -2.724)  -0.632
C (0.631, 3.294, -3.770)  -0.974
C (-0.758, 2.752, -4.215)  -0.869
C (0.638, 2.356, 2.102)  -0.821
H (-2.269, 2.846, -2.612)  0.653
H (-2.511, 0.375, -2.520)  1.523
H (-0.973, -0.361, -4.660)  0.475
H (-0.952, -1.140, -3.135)  0.366
H (1.287, -0.807, -3.421)  0.470
H (1.085, 0.576, -4.511)  0.494
H (1.992, 0.627, -1.819)  -0.215
H (2.339, 2.909, -2.314)  0.529
H (1.245, 3.372, -4.675)  0.479
H (0.487, 4.341, -3.442)  0.345
H (-1.307, 3.586, -4.685)  0.412
H (-0.638, 2.033, -5.041)  0.311
H (-0.453, 2.375, 2.189)  0.227
H (1.157, 3.321, 1.953)  0.426
H (1.070, 1.654, 2.847)  0.277
P (1.426, -0.545, 1.255)  0.967
P (-1.671, -1.543, 1.615)  0.101
N (3.249, 0.676, 0.392)  0.436
N (2.778, -1.697, 1.572)  0.727
N (-2.155, 0.044, 0.963)  0.740
N (-3.231, -2.285, 1.697)  0.434
C (0.535, -1.436, -0.092)  0.134
C (-0.729, -2.231, 0.282)  -1.141
C (3.531, 1.975, 0.748)  -0.648
C (4.379, 2.576, -0.213)  -0.833
C (4.662, 1.582, -1.180)  -0.868
C (3.953, 0.425, -0.773)  -0.576
C (3.762, -1.407, 2.508)  -0.564
C (4.570, -2.534, 2.679)  -0.620
C (4.054, -3.560, 1.831)  -0.780
C (2.951, -3.012, 1.160)  -0.435
C (-2.415, 1.219, 1.652)  -0.908
C (-3.141, 2.069, 0.824)  -1.175
C (-3.296, 1.408, -0.422)  -0.922
C (-2.663, 0.171, -0.306)  -0.266
C (-4.184, -2.513, 0.683)  -0.258
C (-5.283, -3.157, 1.237)  -0.623
C (-5.011, -3.332, 2.630)  -0.716
C (-3.773, -2.763, 2.893)  -0.304
H (1.217, -2.128, -0.605)  1.228
H (0.226, -0.719, -0.870)  -1.523
H (-1.409, -2.316, -0.571)  0.708
H (-0.532, -3.286, 0.511)  0.433
H (3.192, 2.429, 1.666)  0.594
H (4.720, 3.604, -0.192)  0.469
H (5.275, 1.684, -2.074)  0.477
H (3.933, -0.532, -1.282)  0.565
H (3.751, -0.430, 2.960)  0.396
H (5.416, -2.564, 3.347)  0.464
H (4.438, -4.567, 1.750)  0.458
H (2.271, -3.470, 0.460)  0.410
H (-1.961, 1.331, 2.621)  0.936
H (-3.558, 3.028, 1.091)  0.502
H (-3.812, 1.782, -1.292)  0.788
H (-2.597, -0.680, -0.965)  0.397
H (-4.012, -2.216, -0.339)  0.358
H (-6.182, -3.477, 0.730)  0.465
H (-5.637, -3.827, 3.356)  0.467
H (-3.193, -2.654, 3.795)  0.396
C (-1.210, -0.564, 4.187)  -1.950
C (-0.696, -0.945, 2.874)  0.655
O (0.665, -0.965, 2.667)  -0.355
H (-2.279, -0.296, 4.338)  0.443
H (-0.539, 0.155, 4.688)  0.339
H (-1.085, -1.509, 4.755)  0.485

Question: The highest molecular weight belongs to which entry?
Answer: C29H38N4OP2Pb